No. 1
{"formula": "C3H2N4O", "method": "ωB97M-V/def2-TZVPD", "elements": ["C", "C", "C", "H", "H", "N", "N", "N", "N", "O"], "positions_angstrom": [[-1.873, -0.023, 0.125], [0.003, -0.737, -0.131], [1.319, 1.010, 0.122], [-2.929, 0.125, 0.554], [1.711, 1.956, 0.019], [-1.334, -1.146, 0.011], [1.175, -1.173, -0.041], [2.076, -0.137, 0.119], [0.019, 0.629, -0.175], [-1.128, 1.150, -0.084]], "de_lowest_kcal_mol": 51.09, "energy_ha": -409.64678, "orbital_gap_ev": 10.49, "e_homo_ha": -0.363, "e_lumo_ev": 0.625}

No. 2
{"formula": "C3H4P2", "method": "ωB97M-V/def2-TZVPD", "elements": ["P", "C", "C", "P", "C", "H", "H", "H", "H"], "positions_angstrom": [[0.347, -1.853, -0.329], [-0.803, -0.608, 0.127], [-0.356, 0.606, -0.695], [0.273, 1.545, 0.710], [0.782, -0.082, 0.005], [0.687, -2.369, 0.951], [-1.260, -0.398, 1.009], [-0.741, 0.861, -1.696], [1.072, 2.297, -0.082]], "de_lowest_kcal_mol": 66.99, "energy_ha": -799.23603, "orbital_gap_ev": 8.92, "e_homo_ha": -0.311, "e_lumo_ev": 0.456}

No. 3
{"formula": "C4H3I", "method": "ωB97M-V/def2-TZVPD", "elements": ["C", "C", "C", "C", "I", "H", "H", "H"], "positions_angstrom": [[0.209, 0.547, -0.105], [2.128, -1.379, 0.191], [0.583, -0.911, -0.056], [-0.013, 1.673, 0.112], [3.466, 0.172, -0.010], [0.060, -1.344, 0.917], [0.106, -1.471, -0.841], [-0.237, 2.744, 0.258]], "de_lowest_kcal_mol": 75.32, "energy_ha": -451.69446, "orbital_gap_ev": 7.82, "e_homo_ha": -0.325, "e_lumo_ev": -1.033}

No. 4
{"formula": "C10H11O2S", "method": "ωB97M-V/def2-TZVPD", "elements": ["C", "C", "C", "C", "C", "C", "O", "O", "C", "C", "C", "C", "S", "H", "H", "H", "H", "H", "H", "H", "H", "H", "H", "H"], "positions_angstrom": [[-0.086, -2.591, -0.232], [-0.477, -1.128, -0.195], [-1.653, -0.735, 0.627], [-0.345, -0.421, -1.531], [0.749, -0.104, -0.245], [2.328, -0.685, -0.464], [2.998, 0.000, -1.216], [2.543, -1.612, 0.307], [0.753, 1.118, 0.542], [0.439, 1.345, 1.800], [0.450, 2.731, 2.162], [0.951, 3.493, 1.151], [1.238, 2.611, -0.302], [-0.224, -3.024, 0.703], [0.959, -2.607, -0.274], [-0.599, -3.227, -0.857], [-1.515, -0.856, 1.760], [-2.614, -1.188, 0.424], [-1.702, 0.406, 0.639], [-1.112, 0.314, -1.911], [0.228, -1.002, -2.234], [0.186, 0.747, 2.659], [0.095, 3.059, 3.140], [0.999, 4.537, 1.239]], "de_lowest_kcal_mol": 62.22, "energy_ha": -936.29477, "orbital_gap_ev": 7.10, "e_homo_ha": -0.144, "e_lumo_ev": 3.180, "charge": -1}

No. 5
{"formula": "C3H7NOS", "method": "ωB97M-V/def2-TZVPD", "elements": ["N", "C", "O", "C", "C", "S", "H", "H", "H", "H", "H", "H", "H"], "positions_angstrom": [[-1.539, 1.782, 0.137], [-0.806, 0.768, 0.668], [-0.721, 0.560, 1.855], [-0.163, -0.105, -0.392], [0.776, -1.204, 0.123], [1.935, -1.749, -1.184], [-1.971, 2.383, 0.812], [-1.698, 1.889, -0.833], [0.420, 0.589, -0.993], [-0.985, -0.484, -0.999], [1.339, -0.716, 0.915], [0.305, -2.112, 0.475], [3.108, -1.600, -0.585]], "de_lowest_kcal_mol": 4.83, "energy_ha": -646.70428, "orbital_gap_ev": 9.96, "e_homo_ha": -0.336, "e_lumo_ev": 0.808}

No. 6
{"formula": "C4H11NP", "method": "ωB97M-V/def2-TZVPD", "elements": ["C", "C", "C", "C", "N", "P", "H", "H", "H", "H", "H", "H", "H", "H", "H", "H", "H"], "positions_angstrom": [[1.608, 1.551, 0.736], [-0.857, -0.637, -1.138], [1.223, 1.334, -0.584], [-1.283, -0.857, 1.224], [-1.699, -0.283, -0.117], [0.935, -0.340, -1.030], [1.539, 2.468, 1.253], [2.201, 0.841, 1.282], [-1.069, -0.042, -2.011], [-0.726, -1.679, -1.159], [0.741, 2.138, -1.202], [-1.928, -1.132, 2.042], [-0.462, -1.636, 1.267], [-0.645, -0.024, 1.528], [-2.554, 0.082, -0.163], [1.565, -0.886, 0.165], [1.409, -0.898, -2.090]], "de_lowest_kcal_mol": 80.58, "energy_ha": -554.72532, "orbital_gap_ev": 8.84, "e_homo_ha": -0.473, "e_lumo_ev": -4.034, "charge": 1}

No. 7
{"formula": "C18H25ClN4O2", "method": "ωB97M-V/def2-TZVPD", "elements": ["C", "N", "C", "O", "C", "C", "C", "C", "C", "N", "C", "C", "O", "H", "H", "H", "H", "H", "H", "H", "H", "H", "H", "H", "H", "H", "H", "H", "H", "H", "H", "Cl", "C", "C", "C", "C", "C", "C", "C", "N", "C", "N", "C", "H", "H", "H", "H", "H", "H", "H"], "positions_angstrom": [[-0.752, -3.988, 3.077], [-1.377, -2.974, 2.231], [-0.832, -1.784, 1.940], [0.279, -1.460, 2.348], [-1.642, -0.822, 1.041], [-1.507, 0.667, 1.441], [-2.133, 1.676, 0.460], [-2.123, 3.076, 1.077], [-1.356, 1.730, -0.856], [-3.051, -1.208, 0.815], [-4.057, -1.357, 1.682], [-3.935, -0.921, 3.130], [-5.101, -1.856, 1.300], [-1.465, -4.783, 3.300], [-0.416, -3.534, 4.011], [0.114, -4.412, 2.564], [-2.286, -3.175, 1.841], [-1.150, -0.919, 0.073], [-1.943, 0.810, 2.427], [-0.446, 0.906, 1.533], [-3.168, 1.405, 0.254], [-1.099, 3.383, 1.290], [-2.577, 3.787, 0.387], [-2.698, 3.075, 2.002], [-1.783, 2.492, -1.507], [-0.310, 1.967, -0.663], [-1.414, 0.771, -1.370], [-3.296, -1.475, -0.127], [-3.996, 0.163, 3.180], [-3.003, -1.264, 3.568], [-4.768, -1.344, 3.690], [0.780, -0.342, -5.732], [1.459, 0.530, -4.381], [0.927, 1.764, -4.000], [1.472, 2.462, -2.919], [2.556, 1.926, -2.216], [3.107, 0.685, -2.587], [4.249, 0.097, -1.871], [4.934, 0.659, -0.825], [5.907, -0.257, -0.488], [5.783, -1.343, -1.331], [4.797, -1.149, -2.172], [2.541, -0.001, -3.675], [0.088, 2.176, -4.552], [1.048, 3.417, -2.624], [2.962, 2.488, -1.382], [4.741, 1.620, -0.363], [6.589, -0.170, 0.263], [6.409, -2.230, -1.306], [2.945, -0.963, -3.977]], "energy_ha": -1530.64509, "orbital_gap_ev": 8.89, "e_homo_ha": -0.305, "e_lumo_ev": 0.602}

No. 8
{"formula": "C40H80O20S10", "method": "ωB97M-V/def2-TZVPD", "elements": ["O", "S", "O", "C", "C", "C", "C", "H", "H", "H", "H", "H", "H", "H", "H", "O", "S", "O", "C", "C", "C", "C", "H", "H", "H", "H", "H", "H", "H", "H", "O", "S", "O", "C", "C", "C", "C", "H", "H", "H", "H", "H", "H", "H", "H", "O", "S", "O", "C", "C", "C", "C", "H", "H", "H", "H", "H", "H", "H", "H", "O", "S", "O", "C", "C", "C", "C", "H", "H", "H", "H", "H", "H", "H", "H", "O", "S", "O", "C", "C", "C", "C", "H", "H", "H", "H", "H", "H", "H", "H", "O", "S", "O", "C", "C", "C", "C", "H", "H", "H", "H", "H", "H", "H", "H", "O", "S", "O", "C", "C", "C", "C", "H", "H", "H", "H", "H", "H", "H", "H", "O", "S", "O", "C", "C", "C", "C", "H", "H", "H", "H", "H", "H", "H", "H", "O", "S", "O", "C", "C", "C", "C", "H", "H", "H", "H", "H", "H", "H", "H"], "positions_angstrom": [[6.089, 2.815, 2.058], [6.621, 3.511, 3.227], [8.011, 3.770, 3.366], [5.846, 5.203, 3.360], [5.234, 5.228, 4.805], [4.646, 3.862, 5.144], [5.813, 2.943, 4.876], [5.022, 5.155, 2.649], [6.686, 5.850, 3.107], [5.829, 5.608, 5.636], [4.398, 5.926, 4.850], [3.874, 3.567, 4.433], [4.249, 3.833, 6.158], [5.604, 1.876, 4.954], [6.616, 3.085, 5.600], [-1.740, 1.333, 6.623], [-3.004, 2.064, 6.606], [-3.018, 3.500, 6.374], [-4.291, 1.193, 5.537], [-4.701, 0.031, 6.449], [-4.809, 0.430, 7.971], [-3.902, 1.637, 8.194], [-3.879, 0.926, 4.564], [-5.071, 1.944, 5.419], [-5.558, -0.506, 6.043], [-3.928, -0.736, 6.399], [-4.364, -0.337, 8.604], [-5.832, 0.584, 8.314], [-3.255, 1.699, 9.069], [-4.540, 2.512, 8.317], [5.619, 6.820, -3.473], [4.936, 5.878, -4.285], [3.615, 5.354, -3.990], [4.835, 6.600, -5.951], [5.875, 5.835, -6.843], [5.924, 4.382, -6.362], [6.147, 4.538, -4.813], [5.182, 7.633, -5.931], [3.811, 6.581, -6.323], [5.660, 5.884, -7.911], [6.802, 6.356, -6.607], [6.651, 3.855, -6.980], [4.982, 3.845, -6.473], [7.187, 4.833, -4.673], [5.965, 3.798, -4.034], [-3.717, -12.674, 1.941], [-3.079, -11.514, 2.653], [-3.888, -10.497, 3.322], [-1.608, -12.088, 3.607], [-0.542, -12.391, 2.624], [-0.528, -11.282, 1.600], [-1.953, -10.662, 1.400], [-2.121, -12.891, 4.137], [-1.394, -11.211, 4.217], [0.427, -12.772, 2.947], [-0.998, -13.268, 2.163], [0.001, -11.544, 0.683], [0.206, -10.523, 1.871], [-2.425, -10.834, 0.433], [-1.998, -9.617, 1.708], [-4.090, 0.550, -8.103], [-3.288, 0.712, -6.908], [-3.705, 0.096, -5.676], [-1.533, 0.208, -7.380], [-0.962, 1.455, -8.015], [-1.264, 2.642, -7.008], [-2.850, 2.559, -6.751], [-1.612, -0.754, -7.886], [-1.120, 0.059, -6.383], [0.107, 1.367, -8.210], [-1.448, 1.686, -8.963], [-0.915, 3.596, -7.403], [-0.735, 2.621, -6.055], [-3.452, 3.097, -7.483], [-3.099, 2.933, -5.758], [-0.026, -3.616, -0.064], [0.288, -2.595, -1.083], [0.307, -2.919, -2.493], [-0.845, -1.217, -0.730], [-0.095, -0.067, -0.086], [1.322, -0.049, -0.675], [1.720, -1.563, -0.475], [-1.648, -1.618, -0.112], [-1.402, -0.930, -1.622], [-0.681, 0.804, -0.382], [-0.046, -0.070, 1.003], [1.981, 0.688, -0.217], [1.262, 0.286, -1.710], [1.842, -1.723, 0.597], [2.655, -1.849, -0.956], [3.309, -6.370, 7.960], [2.064, -6.479, 7.206], [1.499, -7.821, 6.977], [0.694, -5.666, 8.133], [-0.076, -4.797, 7.082], [0.980, -4.233, 6.017], [1.908, -5.462, 5.652], [1.174, -4.944, 8.793], [0.218, -6.378, 8.807], [-0.724, -5.501, 6.559], [-0.640, -4.019, 7.596], [1.496, -3.442, 6.560], [0.444, -3.807, 5.169], [2.927, -5.270, 5.315], [1.369, -6.145, 4.996], [4.847, -2.740, -5.850], [5.325, -3.476, -7.051], [5.797, -2.848, -8.257], [6.515, -4.853, -6.606], [5.995, -6.096, -7.327], [4.765, -5.752, -8.210], [4.029, -4.564, -7.639], [6.283, -4.989, -5.549], [7.569, -4.586, -6.685], [6.833, -6.454, -7.924], [5.667, -6.847, -6.608], [4.134, -6.625, -8.376], [5.138, -5.396, -9.170], [3.491, -4.901, -6.753], [3.448, -3.826, -8.192], [-0.882, 10.894, 0.276], [-1.684, 9.720, 0.608], [-3.124, 9.750, 0.545], [-1.019, 8.227, -0.279], [-0.845, 7.068, 0.681], [-0.137, 7.718, 1.964], [-1.187, 8.921, 2.276], [-0.147, 8.650, -0.776], [-1.726, 8.124, -1.102], [-1.805, 6.672, 1.011], [-0.202, 6.257, 0.338], [0.803, 8.215, 1.726], [-0.009, 6.981, 2.758], [-0.981, 9.814, 2.867], [-2.117, 8.461, 2.610], [-6.747, 2.321, -0.152], [-7.873, 2.736, -0.973], [-7.602, 3.638, -2.152], [-8.938, 1.259, -1.375], [-10.350, 1.728, -1.283], [-10.440, 2.597, 0.022], [-9.185, 3.460, 0.077], [-8.750, 0.500, -0.615], [-8.672, 0.871, -2.358], [-10.704, 2.285, -2.150], [-11.055, 0.905, -1.156], [-10.422, 1.964, 0.909], [-11.375, 3.156, -0.003], [-8.907, 3.645, 1.114], [-9.286, 4.431, -0.408]], "de_lowest_kcal_mol": 139.66, "energy_ha": -7058.44435, "orbital_gap_ev": 9.87, "e_homo_ha": -0.367, "e_lumo_ev": -0.110}